Entry 1:
C15H19F5IrN5O3S2Te | the ωB97M-V functional and the def2-TZVPD basis

Each line ends with the Löwdin charge.
Positions of all 51 atoms, in Å:
Ir  -0.6208  -0.0788  0.2356  1.40
N  -4.2617  -2.0849  0.3810  0.09
C  -2.9385  -2.2161  0.3957  -0.05
N  -2.4262  -0.9973  0.2920  -0.04
C  -3.5057  -0.1678  0.2186  -0.27
N  -4.6436  -0.7981  0.2719  0.20
C  -3.2017  1.2492  0.1115  -0.14
C  -4.1092  2.2964  0.0604  0.01
N  -3.6980  3.5553  -0.0108  0.15
C  -2.3941  3.7872  -0.0257  -0.04
C  -1.4584  2.7574  0.0181  -0.03
N  -1.8769  1.4949  0.0850  -0.05
H  -4.9646  -2.8118  0.4389  0.19
H  -2.4056  -3.1493  0.4771  0.16
H  -5.1753  2.1034  0.0800  0.15
H  -2.0692  4.8190  -0.0758  0.14
H  -0.3920  2.9357  0.0101  0.13
C  -0.0518  0.6522  4.6802  -0.17
S  0.1133  -0.4266  3.2859  0.89
C  -0.4068  -1.9749  3.9810  -0.18
O  -0.9930  -0.0141  2.2758  -0.61
H  0.6509  0.2923  5.4337  0.09
H  -1.0738  0.6206  5.0555  0.09
H  0.2287  1.6561  4.3682  0.08
H  0.3283  -2.2610  4.7346  0.09
H  -0.4107  -2.7125  3.1817  0.07
H  -1.3928  -1.8589  4.4296  0.09
F  3.1015  -0.5891  2.8719  -0.30
Te  2.4324  -0.0844  1.2485  1.88
F  1.8519  1.4350  2.1653  -0.37
F  3.9262  0.8269  0.7131  -0.30
F  3.2426  -1.5928  0.5480  -0.32
F  0.7602  -1.5363  0.9563  -0.54
O  1.3777  0.4793  -0.1255  -0.65
C  -0.2665  -0.8478  -4.2771  -0.16
S  0.2145  -1.1495  -2.5800  1.06
O  -0.5539  -0.0361  -1.8336  -0.63
C  1.9317  -0.6221  -2.6729  -0.36
C  2.2478  0.7769  -2.7454  0.06
C  3.5918  1.2055  -2.8086  0.03
C  4.5911  0.2724  -2.8190  0.05
C  4.2677  -1.1133  -2.7509  0.12
C  2.9142  -1.5566  -2.6558  -0.01
H  0.1699  0.0779  -4.6462  0.08
H  -1.3543  -0.7833  -4.2681  0.08
H  0.0503  -1.7026  -4.8750  0.09
H  1.4432  1.5025  -2.7590  0.14
H  3.8128  2.2637  -2.8534  0.15
H  5.6301  0.5704  -2.8804  0.15
H  5.0642  -1.8484  -2.7671  0.15
H  2.7017  -2.6158  -2.5748  0.15

Results
* energy above the lowest of the compared OMol25 structures with the same formula, charge and spin: 1.169 eV
* net charge: +3
* lowest unoccupied orbital energy (alpha / beta): -10.57 / -13.23 eV
* E_tot: -74816.4235 eV
* spin multiplicity: 2
* HOMO-LUMO gap (alpha / beta): 7.668 / 5.009 eV

Entry 2:
C15H19F6IrN8O4S2 | the ωB97M-V functional and the def2-TZVPD basis

Each line ends with the Löwdin charge.
Positions of all 55 atoms, in Å:
Ir  -0.1573  -0.8698  -0.2104  1.46
N  -4.0661  -1.3065  -1.2835  0.17
C  -4.3578  -0.2449  -0.4594  0.01
C  -3.1695  0.2218  0.0061  -0.06
N  -2.1623  -0.5526  -0.5252  -0.07
C  -2.7405  -1.4748  -1.2967  -0.22
C  -1.8521  -2.4507  -1.9042  -0.21
N  -0.5743  -2.3703  -1.5212  -0.07
C  0.1320  -3.3155  -2.2361  -0.06
C  -0.7452  -3.9708  -3.0381  0.01
N  -1.9871  -3.4179  -2.8127  0.18
H  -4.7557  -1.8638  -1.7691  0.20
H  -5.3676  0.0845  -0.2832  0.15
H  -2.9882  1.0450  0.6741  0.12
H  1.1924  -3.4556  -2.1273  0.12
H  -0.5953  -4.7686  -3.7457  0.15
H  -2.8342  -3.6940  -3.2905  0.19
F  4.7288  -2.1621  -0.0509  0.21
C  4.1482  -1.4945  -1.0195  -0.69
F  4.9307  -0.5896  -1.5378  0.23
F  3.6751  -2.3136  -1.9398  0.18
S  2.6861  -0.6031  -0.2621  0.71
O  1.9107  -0.0080  -1.3602  -0.34
O  3.0895  0.1990  0.8357  -0.20
N  1.6569  -1.8276  0.1582  -0.40
S  1.1580  -2.4565  1.5666  0.77
O  -0.3167  -2.0267  1.4682  -0.37
O  1.8511  -2.1531  2.7558  -0.16
C  1.1611  -4.3202  1.3061  -0.68
F  2.3986  -4.6569  1.0445  0.22
F  0.3659  -4.6016  0.2932  0.18
F  0.7226  -4.8465  2.4143  0.24
C  0.4850  4.5952  -0.7196  -0.12
C  0.1821  3.4592  -1.6704  -0.10
N  0.1442  2.1893  -0.9134  0.12
C  0.0191  2.1002  0.4033  -0.28
N  0.0804  0.7898  0.9756  0.01
C  0.1812  0.7142  2.4232  -0.17
C  0.6419  1.9829  3.0968  -0.11
C  -0.2245  3.1208  2.6308  -0.08
N  -0.1948  3.1573  1.1553  0.02
C  -0.3987  4.4745  0.5052  -0.07
H  0.2968  5.5475  -1.2119  0.15
H  1.5344  4.5791  -0.4209  0.14
H  0.9495  3.3588  -2.4356  0.15
H  -0.7798  3.5924  -2.1671  0.14
H  0.4194  1.3660  -1.4213  0.09
H  0.8302  -0.1194  2.6813  0.09
H  -0.8270  0.4189  2.7661  0.16
H  1.6909  2.1697  2.8563  0.14
H  0.5648  1.8587  4.1757  0.15
H  0.1474  4.0809  2.9796  0.15
H  -1.2616  3.0241  2.9636  0.15
H  -0.1614  5.2333  1.2458  0.14
H  -1.4576  4.5721  0.2525  0.15

Results
* energy above the lowest of the compared OMol25 structures with the same formula, charge and spin: 1.540 eV
* net charge: +3
* lowest unoccupied orbital energy (alpha / beta): -11.32 / -12.27 eV
* E_tot: -76760.1615 eV
* spin multiplicity: 2
* HOMO-LUMO gap (alpha / beta): 6.684 / 5.727 eV

Entry 3:
C15H19FN3O4P | the ωB97M-V functional and the def2-TZVPD basis

Each line ends with the Löwdin charge.
Positions of all 43 atoms, in Å:
C  -5.6231  1.7993  -0.3712  0.10
C  -5.8528  0.7206  -0.9104  -0.20
O  -6.3986  -0.5359  -1.2168  -0.11
P  -5.5715  -1.7838  -0.4313  0.63
O  -6.5296  -2.6446  0.3326  -0.23
O  -4.9560  -2.7902  -1.6757  -0.11
F  -3.7130  -2.3267  -2.0567  -0.08
O  -4.2505  -1.2927  0.4334  -0.22
C  -4.6047  -0.7618  1.7488  -0.20
C  -3.5051  0.3577  2.0934  -0.15
C  -2.8557  0.1702  3.5516  -0.25
N  -1.3945  0.5318  3.4202  -0.05
H  -5.5503  2.9177  -0.2674  0.07
H  -5.6230  -0.2636  1.6742  0.12
H  -4.6721  -1.5494  2.5525  0.13
H  -2.6543  0.2212  1.3443  0.11
H  -3.8972  1.4099  1.9129  0.10
H  -3.2755  0.9250  4.2877  0.11
H  -2.9646  -0.8831  3.9386  0.11
H  -0.9166  -0.2917  3.0192  0.04
H  -1.2890  1.2587  2.6965  0.05
N  1.3086  -0.1088  2.1550  0.04
C  1.7406  0.4350  1.0088  -0.15
C  3.0547  0.3755  0.5731  -0.07
C  3.9792  -0.2812  1.3699  -0.08
C  3.5587  -0.8510  2.5620  -0.07
C  2.2211  -0.7389  2.9056  -0.15
H  0.9807  0.9407  0.4216  0.10
H  3.3475  0.8313  -0.3649  0.08
H  5.0175  -0.3485  1.0650  0.10
H  4.2531  -1.3710  3.2097  0.10
H  1.8432  -1.1712  3.8266  0.10
N  4.7018  1.1198  -2.5654  0.05
C  5.4955  0.0755  -2.8374  -0.15
C  5.7698  -0.3719  -4.1197  -0.07
C  5.1871  0.2956  -5.1854  -0.08
C  4.3598  1.3784  -4.9314  -0.07
C  4.1522  1.7488  -3.6125  -0.15
H  5.9256  -0.4165  -1.9710  0.10
H  6.4220  -1.2208  -4.2800  0.10
H  5.3758  -0.0245  -6.2038  0.11
H  3.8872  1.9232  -5.7386  0.10
H  3.5159  2.5918  -3.3634  0.10

Results
* net charge: 0
* lowest unoccupied orbital energy: 0.48 eV
* E_tot: -40523.9266 eV
* spin multiplicity: 1
* HOMO-LUMO gap: 9.483 eV

Entry 4:
C15H19N2O | the ωB97M-V functional and the def2-TZVPD basis

Each line ends with the Löwdin charge.
Positions of all 37 atoms, in Å:
C  5.5218  -2.0979  -0.6028  -0.04
O  5.1085  -0.7153  -0.5335  -0.08
C  3.8093  -0.3123  -0.6054  -0.26
C  3.5352  1.0447  -0.3522  0.01
C  2.2448  1.4809  -0.1452  -0.07
C  1.1570  0.6104  -0.0665  -0.18
C  -0.1515  1.2845  0.2997  -0.13
C  -1.4296  0.4773  0.1881  -0.20
C  -2.5601  1.1312  -0.3608  -0.04
C  -3.7540  0.4413  -0.5691  -0.04
C  -3.8457  -0.9434  -0.4585  -0.25
C  -5.1783  -1.6524  -0.6306  -0.04
C  -2.6757  -1.6228  -0.1024  -0.01
C  -1.4812  -0.9321  0.1886  -0.03
C  1.3925  -0.6611  -0.6654  -0.01
C  2.7079  -1.1525  -0.8201  0.01
H  6.6125  -2.0532  -0.5186  0.10
H  5.1201  -2.6958  0.2231  0.10
H  5.2478  -2.5610  -1.5581  0.10
H  4.3809  1.7350  -0.1795  0.14
H  2.0823  2.5716  -0.0179  0.13
H  -0.2209  2.2532  -0.2831  0.16
H  -2.5425  2.1971  -0.6631  0.12
H  -4.6762  0.9888  -0.7773  0.12
H  -5.0988  -2.7423  -0.6760  0.08
H  -5.8615  -1.4271  0.1945  0.09
H  -5.7142  -1.3428  -1.5382  0.09
H  -2.6944  -2.7015  0.0107  0.12
H  -0.5971  -1.5418  0.3805  0.10
H  0.6358  -1.3621  -1.0480  0.11
H  2.8926  -2.2194  -1.0093  0.12
N  -0.1697  1.9868  1.8056  0.02
N  -1.2192  2.7734  2.4802  0.10
H  0.6958  2.5795  1.7122  0.17
H  -0.0048  1.1116  2.3109  0.17
H  -1.1422  3.7435  2.1341  0.11
H  -2.1273  2.3260  2.2534  0.11

Results
* energy above the lowest of the compared OMol25 structures with the same formula, charge and spin: 2.321 eV
* net charge: +1
* lowest unoccupied orbital energy: -3.03 eV
* E_tot: -20882.1549 eV
* spin multiplicity: 1
* HOMO-LUMO gap: 8.708 eV

Entry 5:
C15H19N3O2 | the ωB97M-V functional and the def2-TZVPD basis

Each line ends with the Löwdin charge.
Positions of all 39 atoms, in Å:
C  6.7363  -0.9050  0.3385  -0.06
C  5.4547  -0.1179  0.5612  -0.27
H  5.6531  0.9601  0.4817  0.13
H  5.0494  -0.3281  1.5610  0.13
O  4.5284  -0.5148  -0.4312  -0.05
C  3.3008  0.0647  -0.4577  -0.27
C  2.8473  1.0265  0.4400  -0.01
C  1.5710  1.5450  0.3108  -0.02
C  0.7210  1.1294  -0.7038  -0.25
C  1.1795  0.1654  -1.5960  -0.05
C  2.4491  -0.3594  -1.4793  0.00
H  2.8112  -1.1017  -2.1728  0.12
H  0.5422  -0.1688  -2.4036  0.12
C  -0.6744  1.6806  -0.7912  -0.05
H  -0.6779  2.7600  -0.6344  0.13
H  -1.1123  1.4676  -1.7688  0.13
C  -1.5626  1.0579  0.2763  -0.48
O  -2.2145  1.7146  1.0686  0.03
N  -1.5708  -0.2879  0.2655  0.09
H  -1.0189  -0.7730  -0.4246  0.14
C  -2.2988  -1.0831  1.2273  -0.17
H  -2.6020  -0.4121  2.0347  0.12
H  -1.6251  -1.8401  1.6418  0.12
C  -3.5229  -1.7787  0.6225  -0.12
C  -4.5401  -0.8424  0.0557  -0.27
C  -5.5464  -1.0762  -0.8446  -0.13
N  -6.2705  0.0540  -1.0502  0.04
C  -5.7206  0.9621  -0.2936  -0.21
N  -4.6739  0.4727  0.4104  0.11
H  -4.0345  1.0081  0.9859  0.11
H  -6.0471  1.9799  -0.2207  0.11
H  -5.7909  -1.9878  -1.3524  0.10
H  -3.2037  -2.4626  -0.1685  0.12
H  -3.9848  -2.3849  1.4088  0.12
H  1.2296  2.2895  1.0150  0.12
H  3.4768  1.3801  1.2411  0.10
H  6.5356  -1.9701  0.4140  0.08
H  7.4752  -0.6265  1.0843  0.08
H  7.1317  -0.6969  -0.6519  0.08

Results
* energy above the lowest of the compared OMol25 structures with the same formula, charge and spin: 0.762 eV
* net charge: 0
* lowest unoccupied orbital energy: 0.60 eV
* E_tot: -24429.4502 eV
* spin multiplicity: 1
* HOMO-LUMO gap: 8.810 eV

- E_tot of number 2 (C15H19F6IrN8O4S2)?
  -76760.1615 eV